# 1
DFT (the ωB97M-V functional and the def2-TZVPD basis) results for an isolated molecule of CH8N4O.

Cartesian coordinates (Å):
C (-0.3058, 1.6720, 0.0306)
N (1.8966, -1.1721, -0.1023)
N (1.3658, 0.0735, 0.2618)
N (0.0586, 0.2827, -0.1407)
H (1.2997, -1.9457, 0.1999)
H (1.9789, -1.1999, -1.1146)
H (0.3262, 2.2585, -0.6320)
H (-0.1698, 2.0093, 1.0636)
H (-1.3484, 1.7961, -0.2557)
N (-1.8455, -1.1783, -0.0399)
O (-0.8654, -0.5528, 0.6958)
H (1.4930, 0.1979, 1.2701)
H (-2.4560, -0.4843, -0.4691)
H (-1.4278, -1.7570, -0.7675)

SMILES: CN(NN)ON
HOMO-LUMO gap (eV): 10.150
Charge: 0

These are the Mulliken partial charges, in e, on atoms 1 to 6: atom 1 (C): -0.697, atom 2 (N): -0.580, atom 3 (N): -0.256, atom 4 (N): 0.001, atom 5 (H): 0.244, atom 6 (H): 0.267

# 2
DFT (the ωB97M-V functional and the def2-TZVPD basis) results for a structure of composition C19H31N2PtS.

Cartesian coordinates (Å):
C (-0.2756, 0.5870, -3.0396)
C (0.3089, 2.0003, -3.0769)
C (0.4376, -0.2544, -4.1197)
C (-1.7686, 0.5715, -3.3365)
H (0.2894, 0.1901, -5.1290)
H (0.0743, -1.2966, -4.2166)
H (1.5246, -0.3078, -3.9674)
H (0.1125, 2.5223, -4.0345)
H (1.3940, 1.9476, -2.9540)
H (-0.1172, 2.5969, -2.2522)
H (-2.0255, 1.0136, -4.3121)
H (-2.3246, 1.0999, -2.5444)
H (-2.1331, -0.4636, -3.3597)
C (2.6798, -0.0940, 1.1256)
C (2.5870, -0.7741, -0.0815)
C (1.8397, 0.0100, -1.0409)
H (3.0320, -1.7452, -0.3205)
C (1.3767, 1.2548, -0.2548)
C (2.0050, 1.1363, 1.0364)
H (2.0142, 1.9019, 1.8014)
H (3.2680, -0.4607, 1.9674)
H (2.0236, 0.0018, -2.1104)
H (1.1875, 2.2060, -0.7538)
C (-2.2680, -2.1241, 0.1992)
C (-1.3292, -3.1842, 0.3100)
C (-0.4099, -3.0965, -0.7573)
H (-1.3178, -3.9926, 1.0609)
C (-0.7239, -1.9441, -1.5539)
C (-1.9247, -1.2714, -0.9062)
H (-2.6310, -0.5899, -1.3715)
H (-3.1027, -1.9272, 0.8476)
H (0.3763, -3.8085, -1.0055)
H (-0.3693, -1.8373, -2.5663)
Pt (-0.2416, 0.0332, -0.8139)
C (-1.2528, 2.8595, 3.5531)
N (-0.6193, 1.5967, 3.9496)
C (-0.6839, 1.2681, 5.3935)
C (-0.5149, 0.5806, 3.0264)
S (-1.2718, 0.7124, 1.4812)
N (0.1656, -0.5236, 3.4026)
C (1.3648, -0.3584, 4.2541)
C (0.0833, -1.7759, 2.6594)
H (-1.1125, 3.6476, 4.3125)
H (-2.3336, 2.7040, 3.4081)
H (-0.8144, 3.1946, 2.6086)
H (-0.9026, 0.2077, 5.5230)
H (0.2416, 1.4926, 5.9383)
H (-1.4709, 1.8258, 5.9040)
H (1.1367, -0.7240, 5.2677)
H (2.1837, -0.9609, 3.8502)
H (1.6619, 0.6953, 4.2921)
H (-0.9350, -2.1724, 2.6684)
H (0.4083, -1.6820, 1.6068)
H (0.7318, -2.5149, 3.1553)

Multiplicity: 5
HOMO-LUMO gap (alpha / beta) (eV): 6.136 / 5.202
Charge: +1
Expectation value of S²: 6.033

These are the Mulliken partial charges, in e, on atoms 1 to 6: atom 1 (C): 1.396, atom 2 (C): -1.882, atom 3 (C): -1.508, atom 4 (C): -1.951, atom 5 (H): 0.460, atom 6 (H): 0.427

# 3
DFT (the ωB97M-V functional and the def2-TZVPD basis) results for an isolated molecule of C3HNO4.

Cartesian coordinates (Å):
C (1.1811, -0.6550, -0.0140)
C (0.0414, 1.3127, -0.0103)
C (-1.2469, -0.6819, 0.0108)
H (0.0215, 2.4085, 0.0276)
N (1.1567, 0.7294, 0.0241)
O (2.2400, -1.2687, -0.0203)
O (-1.1342, 0.7250, -0.0280)
O (-2.2483, -1.2694, -0.0057)
O (-0.0112, -1.3006, 0.0157)

SMILES: O=c1ncoc(=O)o1
HOMO-LUMO gap (eV): 11.315
Charge: 0

These are the Mulliken partial charges, in e, on atoms 1 to 6: atom 1 (C): 0.641, atom 2 (C): 0.264, atom 3 (C): 0.637, atom 4 (H): 0.404, atom 5 (N): -0.445, atom 6 (O): -0.491

# 4
DFT (the ωB97M-V functional and the def2-TZVPD basis) results for a structure of composition C18H51N3O19SZn.

Cartesian coordinates (Å):
Zn (-31.7106, -26.9227, 11.6095)
S (-30.9425, -29.8897, 10.3783)
O (-30.0546, -30.4212, 11.4321)
O (-32.2406, -30.5639, 10.4326)
O (-31.0563, -28.4611, 10.8149)
O (-30.3335, -29.9463, 9.0429)
C (-31.0786, -31.1308, 6.1765)
C (-31.0794, -31.3319, 4.6674)
O (-30.1439, -30.4874, 4.0457)
O (-29.8214, -31.1555, 6.7587)
H (-31.7748, -31.9289, 6.4817)
H (-31.6143, -30.1942, 6.3885)
H (-32.0759, -31.0973, 4.2807)
H (-30.8101, -32.3861, 4.5248)
H (-30.2252, -30.4915, 3.0904)
H (-29.9539, -30.8670, 7.6817)
C (-29.0013, -29.5610, 14.4982)
C (-28.2887, -28.5705, 13.5776)
O (-27.8742, -29.3126, 12.4485)
O (-30.3294, -29.8141, 14.0251)
H (-29.1005, -29.1578, 15.5090)
H (-28.4413, -30.4925, 14.5849)
H (-27.3915, -28.1375, 14.0230)
H (-28.9504, -27.7330, 13.3194)
H (-28.6701, -29.6597, 11.9914)
H (-30.2801, -30.0877, 13.0745)
C (-31.1948, -33.4583, 9.0762)
C (-30.7951, -34.9163, 9.4404)
O (-29.7376, -35.0399, 10.3939)
O (-32.4191, -33.2106, 9.7748)
H (-31.4100, -33.4523, 8.0036)
H (-30.3720, -32.7501, 9.1851)
H (-30.6678, -35.5780, 8.5824)
H (-31.6425, -35.4235, 9.9151)
H (-30.0037, -34.4788, 11.1340)
H (-32.4154, -32.2837, 10.0667)
C (-33.2575, -28.0942, 13.9175)
C (-33.8308, -26.7125, 13.5384)
O (-33.7191, -26.6020, 12.0955)
O (-31.9523, -28.0121, 13.3478)
H (-33.8302, -28.8943, 13.4477)
H (-33.2285, -28.1257, 15.0066)
H (-33.3303, -25.8731, 14.0173)
H (-34.8907, -26.7593, 13.7884)
H (-34.5121, -26.2342, 11.6937)
H (-31.3940, -28.7628, 13.6962)
C (-32.4279, -32.8699, 13.6164)
C (-30.9513, -33.2249, 13.6815)
O (-30.3274, -32.9342, 12.4211)
O (-32.6957, -31.5500, 13.1968)
H (-33.0683, -33.1039, 14.4688)
H (-32.8927, -33.5602, 12.8991)
H (-30.8247, -34.2949, 13.8398)
H (-30.4263, -32.6676, 14.4616)
H (-30.4156, -31.9847, 12.2193)
H (-32.4303, -31.3759, 12.2908)
C (-35.4406, -29.1446, 10.3778)
C (-35.0843, -28.9249, 8.9151)
O (-34.6545, -30.1379, 8.3087)
O (-34.3282, -29.1645, 11.3080)
H (-36.0276, -30.0599, 10.4848)
H (-36.0457, -28.3485, 10.8213)
H (-34.2596, -28.2313, 8.7084)
H (-35.9620, -28.4807, 8.4423)
H (-33.8503, -30.3998, 8.7577)
H (-33.5263, -29.6693, 11.0244)
O (-29.2885, -28.0629, 6.0920)
C (-29.8034, -27.1797, 6.7322)
N (-30.3667, -27.3800, 7.9455)
C (-29.8228, -25.7778, 6.1262)
H (-30.3053, -28.3143, 8.3841)
H (-30.8772, -26.6660, 8.4309)
H (-30.5385, -25.1210, 6.6337)
H (-30.2503, -25.7953, 5.1250)
H (-28.7969, -25.4192, 6.1312)
O (-24.6746, -32.8556, 13.2797)
C (-25.6208, -32.1575, 12.9078)
N (-25.5198, -30.8588, 12.7015)
C (-27.0059, -32.7587, 12.8038)
H (-24.6603, -30.3932, 12.9512)
H (-26.3361, -30.2614, 12.5797)
H (-27.4495, -32.8142, 13.7990)
H (-26.8688, -33.7872, 12.4707)
H (-27.7034, -32.3004, 12.1047)
O (-27.0075, -30.0089, 7.2069)
C (-26.6373, -30.0003, 8.3646)
N (-27.4798, -29.9163, 9.4296)
C (-25.1980, -30.2175, 8.7589)
H (-28.4717, -29.6873, 9.3240)
H (-26.9654, -29.6590, 10.2550)
H (-24.5937, -29.4224, 8.3223)
H (-24.8469, -31.1744, 8.3743)
H (-25.0402, -30.2654, 9.8371)

HOMO-LUMO gap (eV): 4.046
Charge: 0

These are the Mulliken partial charges, in e, on atoms 1 to 6: atom 1 (Zn): 0.292, atom 2 (S): 0.407, atom 3 (O): -0.955, atom 4 (O): 0.001, atom 5 (O): 0.495, atom 6 (O): 0.300

# 5
DFT (the ωB97M-V functional and the def2-TZVPD basis) results for an isolated molecule of C4H7NO.

Cartesian coordinates (Å):
C (-1.5227, -0.2307, 0.4267)
C (-0.2321, 0.1328, -0.2675)
C (-0.0721, 0.1555, -1.6004)
N (0.6610, 0.9761, 0.4772)
C (1.6642, 0.3715, 0.9654)
O (1.8327, -0.9226, 0.7168)
H (-1.3704, -0.5631, 1.4606)
H (-2.0866, -1.0094, -0.0995)
H (-2.1166, 0.6838, 0.4552)
H (0.9116, -1.0506, 0.1381)
H (0.9111, 0.3524, -2.0205)
H (-0.9261, 0.1806, -2.2683)
H (2.3458, 0.9238, 1.6163)

SMILES: C=C(C)/N=C\O
HOMO-LUMO gap (eV): 9.988
Charge: 0

These are the Mulliken partial charges, in e, on atoms 1 to 6: atom 1 (C): -1.115, atom 2 (C): 0.378, atom 3 (C): -0.729, atom 4 (N): -0.440, atom 5 (C): 0.039, atom 6 (O): -0.517

# 6
DFT (the ωB97M-V functional and the def2-TZVPD basis) results for a structure of composition C30H38N3O4SSi2Ti.

Cartesian coordinates (Å):
Ti (-0.3875, -0.0671, 0.2619)
C (-0.1401, 2.6715, -5.2370)
Si (-1.8190, 2.0193, -4.6896)
C (-2.0624, 0.2082, -5.1751)
C (-3.1436, 3.0502, -5.5649)
C (-2.2032, 2.1197, -2.8383)
C (-3.3974, 2.6464, -2.3812)
C (-3.7652, 2.5706, -1.0354)
C (-2.9359, 1.8853, -0.1817)
N (-1.7830, 1.3558, -0.5899)
C (-1.3724, 1.4953, -1.8656)
S (0.1984, 0.8694, -2.1451)
H (0.0150, 2.4588, -6.2980)
H (0.6595, 2.2045, -4.6705)
H (-0.0702, 3.7525, -5.0975)
H (-2.2036, 0.1011, -6.2532)
H (-2.9437, -0.2068, -4.6809)
H (-1.1969, -0.3910, -4.8837)
H (-2.9166, 3.1060, -6.6319)
H (-3.1838, 4.0720, -5.1812)
H (-4.1375, 2.6085, -5.4636)
H (-4.0623, 3.1410, -3.0814)
H (-4.6946, 2.9881, -0.6744)
H (-3.1918, 1.7294, 0.8610)
C (0.6651, -1.6940, 6.8285)
O (0.3401, -0.3164, 6.7749)
C (0.1502, 0.2290, 5.5615)
C (-0.0714, 1.6278, 5.5555)
C (-0.1850, 2.2821, 4.3701)
C (-0.1164, 1.6004, 3.1288)
C (0.0034, 2.2888, 1.8948)
C (-0.0095, 3.7910, 1.8184)
O (0.2329, 1.6870, 0.8111)
C (-0.0267, 0.1669, 3.1454)
O (-0.0741, -0.5448, 2.0774)
C (0.1598, -0.4813, 4.3863)
H (0.8883, -1.9105, 7.8693)
H (1.5410, -1.9193, 6.2154)
H (-0.1722, -2.3147, 6.5004)
H (-0.1154, 2.1455, 6.5038)
H (-0.3026, 3.3580, 4.3756)
H (0.9270, 4.1927, 2.2097)
H (-0.8319, 4.2160, 2.3920)
H (-0.1013, 4.0716, 0.7718)
H (0.2858, -1.5547, 4.3534)
C (3.7335, -0.5914, 1.7494)
C (3.9420, -1.9490, 1.4591)
C (3.0740, -2.5821, 0.6082)
C (1.9866, -1.8721, 0.0737)
N (1.7568, -0.5703, 0.4015)
C (2.6434, 0.0377, 1.2006)
C (1.0289, -2.4269, -0.8367)
C (1.2957, -3.5292, -1.6627)
C (0.3765, -3.9130, -2.6038)
C (-0.8154, -3.1733, -2.7206)
C (-1.0176, -2.1068, -1.8895)
N (-0.1342, -1.7217, -0.9465)
H (4.4061, -0.0482, 2.3974)
H (4.7708, -2.4850, 1.9021)
H (3.1988, -3.6288, 0.3682)
H (2.4638, 1.0869, 1.3977)
H (2.2506, -4.0299, -1.5814)
H (0.5777, -4.7442, -3.2656)
H (-1.5495, -3.4261, -3.4721)
H (-1.9140, -1.5052, -1.9665)
C (-3.1940, -2.0459, 2.8940)
Si (-3.2370, -1.7727, 1.0230)
C (-3.1849, -3.4501, 0.1432)
C (-4.8760, -0.9252, 0.5810)
O (-2.0174, -0.8360, 0.5522)
H (-4.0479, -2.6418, 3.2242)
H (-3.2233, -1.0896, 3.4228)
H (-2.2805, -2.5649, 3.1937)
H (-3.8972, -4.1495, 0.5884)
H (-2.1899, -3.8970, 0.2060)
H (-3.4384, -3.3484, -0.9135)
H (-5.7074, -1.6340, 0.5925)
H (-4.8250, -0.4800, -0.4156)
H (-5.1107, -0.1273, 1.2903)

Multiplicity: 2
HOMO-LUMO gap (alpha / beta) (eV): 5.140 / 6.700
Charge: 0
Expectation value of S²: 0.759

These are the Mulliken partial charges, in e, on atoms 1 to 6: atom 1 (Ti): -0.046, atom 2 (C): -1.028, atom 3 (Si): 0.370, atom 4 (C): -1.003, atom 5 (C): -1.212, atom 6 (C): 0.569